No. 1
# C22H32NO

The ion C22H32NO with charge +1 (the ωB97M-V functional and the def2-TZVPD basis, the Open Molecules 2025 dataset).

Its net charge is +1. The calculation puts the largest force on an atom at 0.019 Eh/bohr. The value obtained for the HOMO energy is -12.046 eV. The calculation puts the HOMO-LUMO gap at 0.3684 Eh. As for the structure (SMILES): O[C@](CC#CC[NH+]1CCCCCC1)(c1ccccc1)C1CCCC1.

Geometry (Å):
C1 -3.42 1.23 1.81
H1 -3.68 -1.41 0.41
C2 0.97 -1.07 0.20
H2 3.86 -0.53 1.90
H3 5.91 0.66 0.23
C3 -0.03 -0.78 1.13
C4 0.17 -0.41 -2.26
O1 1.12 1.28 -0.14
H4 -3.85 1.48 2.78
C5 -4.49 0.50 1.00
C6 4.37 1.53 1.46
C7 1.56 -0.15 -2.04
H5 3.58 -0.99 -0.31
C8 -2.41 -0.85 -1.94
C9 5.15 1.44 0.15
H6 -1.04 -3.92 1.90
H7 1.87 0.76 -2.56
C10 -2.96 2.53 1.16
H8 -1.50 -1.56 2.47
C11 -1.01 -0.65 -2.23
H9 -3.84 3.13 0.94
C12 1.72 0.05 -0.50
C13 -3.95 -0.46 -0.06
H10 -4.72 -0.65 -0.81
C14 -0.75 -1.80 1.74
H11 4.51 0.61 -1.77
C15 0.52 -3.42 0.52
C16 -2.78 1.46 -1.17
H12 -0.20 0.25 1.40
H13 -5.12 -0.09 1.66
N1 -2.74 0.02 -0.77
C17 3.21 0.01 -0.10
H14 -2.35 3.09 1.87
C18 3.42 0.33 1.40
H15 -1.93 -0.06 -0.12
H16 -2.22 1.55 -2.10
H17 -5.14 1.25 0.53
C19 -2.14 2.35 -0.12
H18 2.17 -0.98 -2.40
H19 -1.99 3.33 -0.57
C20 -0.48 -3.12 1.43
H20 2.02 -2.66 -0.79
H21 -1.14 1.96 0.11
H22 -2.57 0.57 2.01
C21 4.08 1.03 -0.86
H23 -2.58 -1.90 -1.66
H24 5.64 2.38 -0.11
H25 3.80 2.46 1.49
H26 2.47 0.53 1.90
H27 3.50 1.91 -1.15
H28 1.81 1.95 -0.10
H29 -3.06 -0.59 -2.77
H30 0.75 -4.45 0.29
C22 1.24 -2.41 -0.09
H31 -3.82 1.74 -1.36
H32 5.01 1.50 2.33

No. 2
# C23H26BiF3N2O11S2Si

A structure of composition C23H26BiF3N2O11S2Si at a distorted geometry (the ωB97M-V functional and the def2-TZVPD basis, the Open Molecules 2025 dataset).

The calculation puts the largest force on an atom at 0.030 Eh/bohr. The value obtained for the HOMO energy is -9.246 eV. The calculation puts the HOMO-LUMO gap at 0.2995 Eh.

Geometry (Å):
F1 -4.45 2.35 -2.62
H1 -1.27 3.49 3.83
C1 1.11 -3.83 -1.50
C2 3.55 -2.52 -1.38
H2 1.21 -3.45 -3.61
F2 -2.86 2.09 -4.04
N1 -1.92 -1.41 1.28
H3 4.06 0.71 -1.97
C3 2.92 -2.67 -2.60
F3 -2.42 2.75 -2.03
H4 -0.29 -5.11 -2.49
C4 -3.62 -1.97 -0.28
H5 -0.19 0.79 3.66
H6 1.95 4.02 1.10
O1 -4.06 -0.55 -2.82
H7 -0.74 5.86 0.14
H8 5.87 -0.16 0.07
O2 -3.22 0.32 -0.72
H9 -1.04 -3.81 -1.59
N2 4.99 -0.65 -0.01
S1 -3.04 0.19 -2.14
C5 -3.23 -1.51 1.09
H10 -2.03 4.85 3.02
O3 -1.66 -0.19 -2.52
C6 -1.46 -0.85 2.39
O4 1.32 1.92 -1.72
Bi1 -0.34 -0.98 -0.84
C7 1.31 3.99 1.97
C8 3.83 0.21 0.12
O5 1.61 -0.29 -1.45
O6 0.50 0.25 3.24
C9 -3.67 -0.68 3.28
O7 -4.89 -1.85 -0.55
H11 -0.35 -5.19 -0.73
C10 -0.58 0.88 0.19
O8 6.17 -2.57 -1.01
H12 3.73 2.12 -0.95
C11 -0.59 1.93 0.78
O9 0.76 -1.25 1.64
C12 1.76 -3.65 -0.28
H13 3.99 0.85 0.99
C13 3.49 1.07 -1.11
H14 -2.08 4.78 -0.20
H15 2.98 -0.45 0.32
H16 1.30 -4.02 0.63
H17 3.51 -2.88 0.72
S2 5.11 -1.67 -1.34
H18 -1.92 -0.13 4.37
H19 1.42 4.94 2.49
C14 1.71 -3.33 -2.66
H20 -2.60 3.22 2.70
H21 -5.21 -1.23 1.85
C15 2.99 -3.01 -0.21
C16 2.01 0.96 -1.46
O10 5.25 -0.91 -2.56
C17 -1.71 3.82 2.88
C18 -4.15 -1.14 2.06
H22 1.66 3.21 2.63
Si1 -0.49 3.69 1.41
H23 -5.02 -1.87 -1.53
H24 3.39 -2.25 -3.47
C19 -3.19 1.95 -2.76
O11 -2.80 -2.41 -1.06
C20 -2.30 -0.50 3.44
H25 -0.53 4.48 -0.94
C21 -1.01 4.82 -0.03
C22 0.03 -0.63 2.38
C23 -0.21 -4.52 -1.58
H26 -4.34 -0.44 4.09

No. 3
# C13H27NaO13

A structure of composition C13H27NaO13 at a distorted geometry (the ωB97M-V functional and the def2-TZVPD basis, the Open Molecules 2025 dataset).

The calculation puts the largest force on an atom at 0.106 Eh/bohr. The value obtained for the HOMO energy is -5.786 eV. The calculation puts the HOMO-LUMO gap at 0.2170 Eh.

Geometry (Å):
C1 3.74 2.11 -1.81
H1 0.69 2.42 1.34
Na1 -0.11 0.16 0.05
H2 -2.21 -4.39 4.00
C2 3.08 0.06 2.46
H3 1.37 -4.75 -4.03
O1 1.12 1.54 -2.01
H4 -0.40 2.07 -4.27
C3 -0.38 0.37 4.59
C4 -1.54 -1.19 3.13
H5 -0.25 3.60 2.36
O2 -0.72 3.47 0.38
C5 -2.79 3.54 -2.45
O3 -1.31 -3.42 -1.23
O4 0.62 -2.26 -1.12
H6 3.98 -0.30 1.95
H7 4.50 2.85 -2.06
C6 -0.28 2.85 1.56
O5 -1.92 1.75 -0.24
C7 1.31 -3.79 -3.53
H8 -2.72 4.45 -3.04
H9 -1.23 -2.70 0.81
C8 -1.60 2.91 -0.38
C9 0.01 1.07 -4.41
H10 4.14 1.34 -1.15
H11 -2.63 -3.71 0.45
C10 -2.08 -3.36 4.34
H12 -0.17 0.66 -5.40
O6 -1.40 -0.51 2.14
H13 -0.06 0.76 3.63
H14 3.03 2.79 -1.34
O7 1.88 0.12 1.74
O8 0.19 -3.93 -2.63
H15 -0.89 1.24 5.01
H16 -2.50 2.77 -3.16
O9 -2.22 -2.44 3.20
H17 -2.89 -3.28 5.07
C11 -0.11 -3.10 -1.70
H18 2.96 -0.58 3.34
H19 0.45 0.06 5.23
H20 -1.13 -3.17 4.84
O10 -2.02 3.79 -1.28
H21 -0.82 1.95 1.86
H22 -0.56 0.39 -3.79
O11 3.24 1.52 -2.98
H23 -2.52 -2.06 -0.20
O12 1.45 1.03 -4.21
O13 -1.13 -0.85 4.35
H24 1.07 -2.91 -4.12
H25 2.24 -3.52 -3.05
H26 3.42 0.97 2.95
C12 -1.95 -2.96 0.04
H27 -3.84 3.28 -2.29
C13 1.88 1.27 -2.97

No. 4
# C8H13N4O2P

The molecule C8H13N4O2P at a distorted geometry (the ωB97M-V functional and the def2-TZVPD basis, the Open Molecules 2025 dataset).

The calculation puts the largest force on an atom at 0.245 Eh/bohr. The value obtained for the HOMO energy is -9.462 eV. The calculation puts the HOMO-LUMO gap at 0.3209 Eh. As for the structure (SMILES): CCN[C@](C#N)([PH2]=N)[C@](O)(C#N)CC=O.

Geometry (Å):
N1 -1.08 3.00 -1.18
N2 1.19 0.10 -0.75
C1 -0.15 0.88 1.29
H1 1.58 1.03 -1.08
O1 -1.29 1.79 1.64
H2 0.54 0.15 3.35
H3 2.36 -2.44 -0.66
H4 0.83 -3.06 -1.68
H5 2.10 -0.31 -2.67
C2 -0.22 0.30 -0.24
O2 -1.82 -1.89 3.52
C3 -1.07 -1.14 -0.21
C4 -1.59 -0.61 3.12
N3 2.37 2.41 1.76
H6 -2.48 0.89 -1.62
H7 -0.50 1.22 -2.79
H8 -2.15 1.40 1.24
H9 -2.47 0.14 3.28
C5 1.22 1.80 1.57
C6 -0.13 -0.29 2.46
H10 0.29 -0.83 -2.62
C7 1.76 -2.33 -1.67
P1 -1.14 1.41 -1.49
C8 1.26 -0.79 -1.97
H11 2.41 -2.65 -2.62
H12 -0.58 3.42 -2.00
N4 -1.52 -2.37 -0.03
H13 0.45 -1.28 2.12

No. 5
# C34H64N3O16

A cluster of 6 separate species, C34H64N3O16 in total (the ωB97M-V functional and the def2-TZVPD basis, the Open Molecules 2025 dataset).

Its net charge is +1. The calculation puts the largest force on an atom at 0.019 Eh/bohr. The value obtained for the HOMO energy is -11.463 eV. The calculation puts the HOMO-LUMO gap at 0.2700 Eh.

Geometry (Å):
C1 -0.15 -1.81 -4.36
H1 -0.83 1.78 -2.00
H2 1.75 -6.79 -6.59
H3 0.99 0.17 -1.58
C2 2.30 -2.45 -1.84
N1 2.81 1.81 -3.53
H4 0.85 -4.12 -3.29
C3 1.01 0.42 -4.19
H5 0.09 0.32 0.42
O1 -10.26 0.29 0.47
H6 1.65 -0.71 3.06
C4 4.40 0.62 3.81
C5 -7.94 0.40 3.03
H7 2.56 7.11 -2.91
H8 6.63 -3.05 6.06
H9 0.90 -2.07 -4.38
H10 -1.52 -3.43 -3.92
C6 0.89 -2.90 -1.47
C7 0.13 2.17 -1.64
H11 4.18 2.35 -4.94
H12 3.69 1.42 3.96
C8 -4.40 4.16 4.70
H13 1.40 5.39 1.42
H14 -0.09 -0.98 3.27
O2 1.63 -6.91 -3.94
H15 -2.18 2.83 6.61
H16 0.35 3.13 -2.10
H17 3.28 -6.20 -5.89
H18 1.02 -0.18 -6.27
H19 -0.42 -4.45 -2.13
C9 3.58 6.87 -2.64
H20 -10.62 2.00 -0.67
H21 2.67 4.15 1.27
O3 -8.75 -0.08 1.96
C10 3.22 -2.29 -0.61
H22 2.10 -8.17 -1.64
C11 -0.01 2.40 -0.13
O4 -9.59 2.01 1.77
H23 5.38 -3.94 5.14
H24 -2.72 1.29 2.44
O5 -5.11 3.60 3.73
H25 -8.55 0.75 3.86
H26 -7.28 1.19 2.69
H27 3.87 5.91 -3.06
H28 -0.51 -0.32 -2.85
H29 -1.45 -2.24 -2.64
H30 -2.00 -0.28 2.07
O6 5.82 -1.60 3.98
C12 2.17 -7.93 -4.26
C13 -9.54 0.86 1.43
H31 0.86 -0.08 4.46
H32 4.18 0.13 2.86
C14 -0.84 -2.77 -3.38
N2 -0.67 1.38 2.06
H33 3.34 -1.43 1.34
C15 3.28 1.79 -4.75
H34 0.99 2.62 0.25
H35 2.32 -1.51 -2.40
H36 -11.68 0.60 -0.95
O7 2.79 -8.16 -5.42
H37 2.75 5.36 2.55
C16 1.52 0.38 -5.50
H38 3.30 -7.38 -7.21
C17 -0.25 -0.32 -3.90
C18 2.99 5.98 -0.58
N3 1.69 1.12 -3.29
H39 -3.37 4.04 7.12
H40 2.38 -0.46 0.25
H41 -1.54 0.96 0.20
O8 -3.60 3.22 5.22
O9 4.78 -2.11 5.92
H42 3.10 1.08 -6.78
H43 2.75 -3.20 -2.49
O10 3.74 6.87 -1.22
H44 -2.10 4.47 5.94
O11 -4.46 5.30 5.05
H45 4.15 -1.81 -0.91
H46 2.11 1.48 -1.29
O12 2.23 5.19 -1.09
C19 5.03 -1.36 4.85
H47 -1.76 0.51 3.66
C20 2.77 -7.06 -6.33
H48 3.44 -3.29 -0.26
H49 -7.34 -0.45 3.37
H50 0.97 -3.56 -0.61
H51 -11.89 1.59 0.51
H52 0.28 -2.04 -1.21
H53 -0.56 -1.92 -5.36
H54 5.41 1.02 3.80
C21 0.72 -0.27 3.40
C22 -1.85 0.67 2.59
C23 -0.55 1.19 0.60
H55 -6.54 3.91 2.32
C24 1.25 1.18 -1.88
O13 2.26 -9.04 -3.52
C25 -2.77 3.68 6.29
H56 -0.61 3.28 0.07
H57 -6.76 4.87 3.79
H58 5.27 -3.81 6.91
H59 0.57 -8.76 -2.35
H60 -1.06 0.17 -4.42
C26 -6.02 4.49 3.08
H61 1.73 -1.96 0.94
C27 2.67 1.07 -5.79
C28 2.61 -1.48 0.53
O14 3.23 6.08 0.72
C29 1.64 -8.95 -2.24
O15 1.47 1.81 2.65
H62 4.25 7.64 -3.02
H63 -5.49 5.32 2.61
C30 0.14 -3.65 -2.61
C31 -11.17 1.19 -0.19
C32 5.57 -3.30 6.00
O16 4.23 -0.29 4.90
C33 0.54 1.05 2.70
C34 2.46 5.18 1.52
H64 1.79 -9.91 -1.76

No. 6
# C30H40BN4O4Pd

A structure of composition C30H40BN4O4Pd (the ωB97M-V functional and the def2-TZVPD basis, the Open Molecules 2025 dataset).

Its net charge is +1. The calculation puts the largest force on an atom at 0.001 Eh/bohr. The value obtained for the HOMO energy (alpha / beta) is -8.153 / -9.884 eV. The calculation puts the HOMO-LUMO gap (alpha / beta) at 0.1828 / 0.2437 Eh. The spin multiplicity is 3.

Geometry (Å):
H1 3.55 0.59 1.85
H2 4.30 -2.79 0.62
H3 0.00 -3.11 -4.02
H4 5.79 0.87 -0.71
H5 -0.68 -2.61 1.73
O1 -0.71 -1.80 0.23
C1 -0.16 -5.03 -1.29
H6 3.97 -2.51 -1.10
H7 -0.46 -5.49 1.30
H8 -0.88 -5.00 3.56
C2 -1.91 -3.13 4.09
H9 -2.51 1.74 -2.21
H10 4.70 1.87 0.28
C3 -0.76 -3.92 3.45
H11 -0.36 -5.60 -4.56
C4 -0.38 -0.99 -2.60
C5 4.08 -0.33 1.57
C6 3.66 -0.80 0.19
H12 -5.12 2.21 5.05
C7 -3.10 1.61 4.60
C8 -0.10 -3.37 -2.98
H13 2.94 -0.95 -2.46
N1 -0.41 0.12 -1.98
H14 4.69 -0.65 -2.55
Pd1 -0.34 0.34 0.06
H15 -3.90 2.96 6.07
O2 -0.02 0.46 2.04
H16 -2.27 0.12 5.89
H17 0.76 -0.78 3.91
H18 5.45 -1.87 -0.35
H19 3.83 -1.10 2.30
H20 -2.42 -2.03 5.85
H21 1.29 -5.79 -3.98
C9 -1.92 1.89 2.47
C10 3.73 -0.20 -2.31
N2 -0.66 -3.60 2.03
C11 -0.50 -4.44 1.05
C12 -4.17 2.04 5.56
H22 -0.10 -6.07 -0.98
H23 -0.39 -0.95 -3.70
O3 2.41 0.99 -0.71
C13 -1.14 0.22 4.08
C14 -0.31 -2.34 -2.06
C15 -0.47 -2.67 -0.68
C16 3.71 0.33 -0.89
C17 -2.93 2.25 3.39
C18 -0.45 1.37 -2.75
B1 1.62 0.06 -0.14
C19 -1.59 2.31 -2.31
H24 -4.34 1.27 6.32
C20 -0.19 -0.77 4.42
H25 4.77 2.10 -1.47
N3 -0.38 -1.69 5.45
H26 -2.80 -3.76 4.18
H27 -2.10 3.89 -0.93
H28 -0.56 1.13 -3.81
C21 -0.38 -4.05 -0.32
H29 -1.34 -3.37 6.18
O4 2.22 -1.09 0.26
H30 3.56 0.63 -3.00
C22 -1.89 2.62 1.22
H31 -0.37 3.62 -1.13
H32 0.47 -2.15 5.72
C23 -1.33 3.12 -1.04
C24 -1.55 -2.56 5.47
H33 -2.46 3.56 1.22
C25 4.81 1.36 -0.68
C26 4.39 -2.07 -0.19
C27 -0.01 -4.72 -2.63
H34 5.15 -0.14 1.62
C28 -1.00 0.87 2.80
C29 -2.20 0.60 4.92
N4 -1.30 2.27 0.14
H35 -3.61 3.06 3.11
C30 0.24 -5.78 -3.67
H36 -1.74 3.02 -3.12
H37 0.51 1.87 -2.61
H38 -0.01 -6.77 -3.29
H39 -2.17 -2.30 3.44
H40 0.18 -3.63 3.91

No. 7
# C24H27ClKN4O2S2

A structure of composition C24H27ClKN4O2S2 at a distorted geometry (the ωB97M-V functional and the def2-TZVPD basis, the Open Molecules 2025 dataset).

Its net charge is -1. The calculation puts the largest force on an atom at 0.021 Eh/bohr. The value obtained for the HOMO energy (alpha / beta) is -4.249 / -2.976 eV. The calculation puts the HOMO-LUMO gap (alpha / beta) at 0.2440 / 0.1946 Eh.

Geometry (Å):
H1 5.29 -0.08 0.64
C1 1.42 2.88 4.68
C2 5.57 -0.12 1.70
C3 7.66 1.04 2.55
C4 1.45 4.56 6.40
C5 7.73 3.42 2.85
S1 2.95 0.50 0.32
Cl1 -0.30 -1.48 -5.74
C6 -0.42 0.31 -3.66
H2 1.59 4.98 4.30
H3 6.19 -1.01 1.86
K1 0.01 -0.06 -0.93
H4 -2.27 2.33 -1.75
C7 8.35 2.18 2.93
H5 5.56 -0.45 4.13
H6 -2.23 -2.38 0.13
C8 5.73 2.37 2.01
H7 -3.27 4.67 -0.64
C9 1.31 1.88 5.64
H8 5.94 4.47 2.33
C10 3.61 0.25 4.70
H9 1.50 5.61 6.70
H10 1.31 3.84 8.41
C11 6.35 1.12 2.09
C12 2.00 0.14 2.87
H11 1.45 2.60 3.63
N1 2.25 0.07 4.24
C13 -1.45 2.81 1.27
H12 4.27 -1.67 4.01
H13 3.67 -0.04 5.75
C14 3.10 0.10 1.96
H14 -2.36 4.64 1.76
O1 -1.48 0.24 -3.00
C15 4.51 -0.61 3.85
O2 0.73 0.46 -3.23
H15 8.13 0.06 2.61
N2 -1.41 2.07 0.19
C16 1.27 2.24 6.98
C17 -1.37 -2.69 0.70
C18 1.34 3.57 7.36
C19 -2.65 3.89 -0.23
H16 8.27 4.31 3.14
H17 -1.58 0.47 -5.51
H18 0.17 0.82 -5.70
C20 6.42 3.51 2.39
H19 4.71 2.42 1.65
H20 -1.01 -2.08 1.52
H21 1.20 1.46 7.74
C21 -0.58 0.21 -5.19
N3 4.35 -0.25 2.46
H22 9.37 2.10 3.29
H23 -0.71 -3.44 0.28
C22 -2.15 2.74 -0.75
C23 1.24 0.43 5.22
S2 0.39 0.26 2.32
C24 1.49 4.21 5.06
H24 3.94 1.30 4.62
H25 1.37 -0.21 6.10
H26 0.27 0.22 4.77
N4 -2.19 3.93 1.07
H27 -0.96 2.56 2.20

No. 8
# C3H7NO2

The molecule C3H7NO2 at a distorted geometry (the ωB97M-V functional and the def2-TZVPD basis, the Open Molecules 2025 dataset).

The calculation puts the largest force on an atom at 0.032 Eh/bohr. The value obtained for the HOMO energy is -9.478 eV. The calculation puts the HOMO-LUMO gap at 0.3833 Eh. As for the structure (SMILES): COC(=N)OC.

Geometry (Å):
H1 -2.68 -0.03 -0.49
C1 -0.06 0.48 0.01
C2 -2.00 -0.79 -0.03
H2 -2.24 -0.78 1.04
H3 -2.12 -1.73 -0.53
N1 -1.04 1.27 0.12
O1 1.23 0.88 0.04
H4 3.22 0.59 0.01
H5 2.30 -0.57 -1.00
H6 -0.83 2.24 0.20
C3 2.32 -0.03 -0.05
O2 -0.41 -0.80 -0.12
H7 2.31 -0.74 0.78

No. 9
# CH6N3O

The ion CH6N3O with charge +1 at a distorted geometry (the ωB97M-V functional and the def2-TZVPD basis, the Open Molecules 2025 dataset).

Its net charge is +1. The calculation puts the largest force on an atom at 0.063 Eh/bohr. The value obtained for the HOMO energy (alpha / beta) is -15.882 / -15.869 eV. The calculation puts the HOMO-LUMO gap (alpha / beta) at 0.2745 / 0.2735 Eh.

Geometry (Å):
H1 2.15 -0.52 0.01
O1 1.42 0.65 -1.15
N1 0.41 -0.18 0.78
H2 -1.50 1.72 -1.00
C1 -0.81 0.14 0.20
H3 1.01 -1.32 -0.94
H4 0.82 0.59 1.24
H5 -1.58 0.19 0.93
N2 -0.82 1.38 -0.33
H6 -0.93 -0.68 -0.45
N3 1.28 -0.40 -0.44